C6H7ClO | wB97M-V/def2-TZVPD

Computed properties:
Highest occupied orbital energy ... -8.690 eV
Strongest force on any atom ... 5.80 eV/A
Kohn-Sham gap ... 9.52 eV
SMILES ... Cc1coc(Cl)c1C
Relative energy (zero: lowest compared OMol25 entry of this formula, charge and spin) ... 46.9 kcal per mole

Geometry (Å):
C  -2.107  -0.080  -0.007
C  -0.577  -0.541  0.053
C  -0.115  -1.841  0.075
O  1.275  -1.852  -0.040
C  1.607  -0.551  0.019
Cl  3.361  -0.366  0.034
C  0.642  0.278  0.179
C  0.929  1.738  0.012
H  -2.395  0.268  1.065
H  -2.177  0.678  -0.729
H  -2.600  -1.046  -0.264
H  -0.586  -2.904  -0.012
H  -0.015  2.315  -0.375
H  1.507  1.765  -0.979
H  1.251  2.139  0.970

Cartesian forces, eV/Å:
C 2.56 -2.36 3.05
C -0.83 -0.47 0.95
C -0.63 -1.00 -1.22
O -1.40 -0.08 0.61
C 4.64 -3.46 0.34
Cl -1.10 0.30 -0.13
C -3.15 2.17 -1.17
C -2.58 0.63 -2.57
H 0.20 -0.47 -2.07
H -0.55 0.94 -0.91
H -0.26 1.15 0.08
H 0.83 2.46 0.21
H 1.35 -1.02 1.28
H 0.26 0.64 2.12
H 0.66 0.58 -0.57

Mulliken population analysis, charges in e, atoms 1 to 4:
1. C -0.986
2. C 0.539
3. C -0.698
4. O -0.342

C14H11N5OPtS4 | wB97M-V/def2-TZVPD

Computed properties:
Highest occupied orbital energy ... -1.128 eV
Strongest force on any atom ... 0.84 eV/A
Kohn-Sham gap ... 5.96 eV
Relative energy (zero: lowest compared OMol25 entry of this formula, charge and spin) ... 0.0 kcal per mole
Net charge ... -2

Geometry (Å):
Pt  -0.445  -1.945  0.737
S  -2.611  -2.117  -0.054
C  -2.416  -2.637  -1.720
C  -3.548  -2.858  -2.509
C  -3.442  -3.264  -3.829
C  -2.181  -3.460  -4.387
C  -1.052  -3.246  -3.614
C  -1.146  -2.837  -2.280
S  0.318  -2.594  -1.346
H  -4.524  -2.700  -2.064
H  -4.337  -3.425  -4.420
H  -2.079  -3.775  -5.419
H  -0.065  -3.393  -4.039
S  1.739  -1.643  1.465
C  1.520  -1.174  3.116
C  2.712  -0.892  3.863
N  3.680  -0.665  4.446
C  0.303  -1.062  3.714
S  -1.198  -1.391  2.873
C  0.192  -0.655  5.079
N  0.053  -0.320  6.175
C  -0.801  2.438  3.491
N  -0.647  3.058  2.195
C  -0.494  4.490  2.055
C  -0.859  4.707  0.577
O  -0.762  5.779  0.004
N  -1.288  3.524  0.070
C  -1.220  2.621  1.036
N  -1.700  1.388  0.917
H  -0.027  2.817  4.157
H  -0.663  1.359  3.432
H  -1.784  2.644  3.930
H  0.523  4.826  2.261
H  -1.186  5.048  2.695
H  -1.786  0.933  0.023
H  -1.505  0.708  1.653

Cartesian forces, eV/Å:
Pt 0.11 0.04 0.11
S -0.02 0.00 0.00
C -0.01 0.00 -0.01
C 0.02 0.01 0.01
C 0.00 0.00 -0.02
C -0.01 0.00 0.00
C -0.01 0.01 0.01
C 0.01 -0.01 0.01
S -0.04 0.03 -0.01
H 0.00 0.00 0.00
H 0.00 0.00 0.00
H 0.00 0.00 0.00
H 0.00 0.00 0.00
S 0.00 -0.05 -0.03
C 0.01 -0.01 0.02
C -0.01 0.02 0.00
N 0.01 -0.01 0.00
C -0.05 0.00 -0.02
S 0.03 -0.02 0.02
C -0.03 -0.04 0.03
N 0.02 0.02 -0.03
C 0.07 -0.06 0.03
N -0.14 0.19 0.07
C 0.07 0.05 0.02
C 0.13 -0.15 0.16
O -0.01 0.07 0.08
N -0.18 0.06 -0.61
C 0.01 -0.04 -0.11
N 0.26 -0.44 0.66
H -0.01 0.02 0.01
H -0.06 0.03 -0.08
H 0.00 -0.01 0.02
H 0.01 -0.01 0.02
H -0.01 -0.03 0.03
H -0.13 0.29 -0.28
H -0.02 0.04 -0.10

Mulliken population analysis, charges in e, atoms 1 to 4:
1. Pt 0.601
2. S -0.633
3. C 0.536
4. C -0.646

C18H32CrNPSi | wB97M-V/def2-TZVPD

Computed properties:
Highest occupied orbital energy (alpha / beta) ... -7.260 / -7.498 eV
Strongest force on any atom ... 4.58 eV/A
Kohn-Sham gap (alpha / beta) ... 7.41 / 7.21 eV
⟨S²⟩ ... 6.07
Relative energy (zero: lowest compared OMol25 entry of this formula, charge and spin) ... 10.1 kcal per mole
Spin multiplicity ... 5

Geometry (Å):
C  -2.312  -0.308  -4.010
C  -2.160  -1.271  -2.996
C  -1.323  -1.019  -1.877
C  -0.869  0.271  -1.610
C  -1.010  1.214  -2.635
C  -1.723  0.945  -3.806
C  -0.995  -2.181  -0.969
C  -0.432  -3.382  -1.832
N  0.612  -3.025  -2.743
Cr  -0.098  0.876  0.304
C  -0.366  2.565  -2.475
P  0.737  2.601  -1.024
H  -2.594  -2.276  -3.048
H  -1.710  1.740  -4.564
H  -2.894  -0.525  -4.916
H  -1.073  3.383  -2.314
H  0.299  2.852  -3.303
H  -0.242  -1.952  -0.185
H  -1.905  -2.528  -0.442
H  -0.019  -4.123  -1.135
C  0.724  4.311  -0.483
C  2.360  2.186  -1.662
H  -1.252  -3.858  -2.388
C  0.430  -3.036  -4.163
C  1.763  -2.352  -2.245
H  0.190  2.475  1.047
H  1.170  -3.714  -4.616
H  -0.572  -3.408  -4.406
H  0.602  -2.038  -4.603
H  2.667  -2.776  -2.741
H  1.781  -1.267  -2.446
H  1.884  -2.530  -1.191
H  2.437  2.633  -2.666
H  3.124  2.593  -0.985
H  2.456  1.097  -1.750
H  1.269  4.878  -1.245
H  -0.306  4.686  -0.419
H  1.209  4.428  0.492
H  0.878  2.158  1.084
C  1.319  -1.014  5.445
Si  -0.170  0.083  5.240
C  -1.731  -0.928  5.363
C  -0.177  1.498  6.427
C  -0.041  0.783  3.578
C  -0.077  1.026  2.356
H  1.936  -0.628  6.260
H  1.908  -1.001  4.515
H  1.029  -2.048  5.661
H  -2.369  -0.512  6.138
H  -2.292  -0.944  4.410
H  -1.503  -1.972  5.606
H  -0.067  2.414  5.836
H  -1.127  1.533  6.955
H  0.628  1.384  7.175

Cartesian forces, eV/Å:
C -0.20 -0.08 0.73
C 0.87 0.18 0.13
C -1.21 -0.07 -0.40
C 0.77 -0.41 0.58
C -0.37 -0.01 -0.18
C 0.51 0.01 -0.32
C -0.06 -0.92 -0.29
C -0.20 0.42 0.79
N -0.33 -0.01 -0.01
Cr -0.08 0.66 -1.09
C 0.66 0.83 -0.06
P -1.39 -1.35 -1.67
H 0.01 0.43 -0.40
H -0.33 -0.50 0.08
H 0.27 0.12 0.46
H -0.17 -0.07 -0.22
H -0.54 -0.07 -0.31
H -0.44 0.24 -0.49
H 0.38 0.05 -0.12
H -0.32 -0.12 0.13
C 0.40 0.54 -0.18
C 0.58 0.42 -0.35
H 0.30 0.10 0.15
C 0.31 -0.09 0.00
C 0.82 -0.32 -0.98
H 0.35 0.92 0.77
H -0.11 0.05 -0.19
H 0.26 0.25 -0.07
H -0.34 -0.14 -0.02
H -0.29 0.29 0.25
H -0.17 -0.01 0.13
H -0.01 0.02 0.55
H 0.36 -0.09 0.32
H -0.01 -0.23 -0.32
H -0.02 0.30 0.08
H -0.12 0.28 0.21
H 0.26 -0.17 -0.01
H -0.04 0.03 -0.27
H 0.74 0.86 0.75
C 0.38 -0.18 -0.09
Si 0.07 -0.18 -0.40
C -0.40 -0.34 -0.47
C 0.23 0.15 0.52
C -0.08 0.68 -2.29
C -1.14 -2.93 3.34
H 0.12 -0.20 -0.04
H -0.13 -0.05 0.37
H 0.15 0.15 0.03
H -0.22 -0.10 0.08
H 0.26 0.13 0.46
H -0.07 0.15 0.09
H 0.13 -0.06 0.39
H -0.09 0.15 0.15
H -0.30 0.32 -0.31

Mulliken population analysis, charges in e, atoms 1 to 4:
1. C -0.777
2. C -0.707
3. C 1.233
4. C 0.114